No. 1
Density functional theory data (wB97M-V/def2-TZVPD) for 2 unconnected molecules or ions with the total composition C5H10O.

```
16
Properties=species:S:1:pos:R:3
C 0.4538 2.3607 1.0799
C 0.0036 1.1242 1.3721
C 0.3492 -0.1775 0.7381
C -0.5069 -1.1966 0.7722
C -0.1203 -2.5524 0.2157
H 0.2209 3.2301 1.6387
H 1.4082 2.5399 0.6184
H -0.9668 1.0762 1.8714
H 1.3249 -0.2020 0.2483
H -1.5229 -1.1083 1.1358
H 0.7272 -2.6438 -0.4858
H -1.0428 -2.9437 -0.2275
H 0.1900 -3.1615 1.0961
O 0.1250 1.5298 -3.2796
H -0.8285 1.5596 -3.4476
H 0.1854 0.5654 -3.3460
```

Calculated values
Lowest unoccupied orbital energy = 0.029 Ha
Relative energy (zero: lowest compared OMol25 entry of this formula, charge and spin) = 1.953 eV
Gap between HOMO and LUMO = 9.42 eV
Electronic energy = -271.680855 a.u.
M = 86.1 g mol⁻¹
SMILES = C=C/C=C/C.O



No. 2
Density functional theory data (wB97M-V/def2-TZVPD) for a single C5H10O molecule.

```
16
Properties=species:S:1:pos:R:3
C -2.4495 0.3683 -0.1686
C -1.1810 -0.4630 -0.0022
C 0.0820 0.3918 0.1055
C 1.3026 -0.4844 0.3081
C 3.3769 -0.1031 -0.6614
O 2.5054 0.3114 0.2134
H -3.3299 -0.2730 -0.2805
H -2.6143 1.0168 0.6996
H -2.3858 1.0080 -1.0565
H -1.2703 -1.0981 0.8900
H -1.0727 -1.1457 -0.8559
H 0.2156 0.9789 -0.8126
H -0.0090 1.1073 0.9329
H 1.3807 -1.2629 -0.4564
H 1.3074 -0.9445 1.3018
H 4.1852 0.6638 -0.5666
```

Calculated values
Lowest unoccupied orbital energy = 0.034 Ha
Relative energy (zero: lowest compared OMol25 entry of this formula, charge and spin) = 3.115 eV
Gap between HOMO and LUMO = 9.52 eV
Electronic energy = -271.638141 a.u.
M = 86.1 g mol⁻¹



No. 3
Density functional theory data (wB97M-V/def2-TZVPD) for a single C5H10O molecule.

```
16
Properties=species:S:1:pos:R:3
O -1.6535 0.1058 0.9669
C -1.0871 0.2914 -0.3269
C -0.3369 -0.9908 -0.6584
C 0.9396 -0.8958 0.2147
C 1.1122 0.6076 0.5682
C 0.0420 1.3204 -0.2690
H -1.8532 -0.8389 1.0093
H -1.8728 0.5645 -1.0467
H -0.9642 -1.8566 -0.3871
H -0.1093 -1.0437 -1.7283
H 1.8120 -1.3020 -0.3056
H 0.8044 -1.4834 1.1268
H 0.9032 0.7748 1.6286
H 2.1256 0.9752 0.3724
H -0.2725 2.2895 0.1280
H 0.4104 1.4823 -1.2929
```

Calculated values
Lowest unoccupied orbital energy = 0.036 Ha
Relative energy (zero: lowest compared OMol25 entry of this formula, charge and spin) = 0.229 eV
Gap between HOMO and LUMO = 11.26 eV
Electronic energy = -271.744198 a.u.
M = 86.1 g mol⁻¹
SMILES = OC1CCCC1



No. 4
Density functional theory data (wB97M-V/def2-TZVPD) for a single C5H10O molecule.

```
16
Properties=species:S:1:pos:R:3
C -2.2119 -1.2802 -0.2726
C -0.7781 -0.9797 -0.7040
C 0.0323 -0.3811 0.3883
O 1.3681 -0.4953 0.3172
C 1.7863 0.7325 0.6804
C 1.3644 1.9809 -0.0193
H -2.2338 -1.9872 0.5636
H -2.7889 -1.7129 -1.0960
H -2.7243 -0.3645 0.0449
H -0.2693 -1.9015 -1.0258
H -0.7999 -0.3350 -1.5972
H -0.3798 0.0291 1.2993
H 2.6929 0.7111 1.2796
H 0.7956 1.7084 -0.9187
H 2.2442 2.5733 -0.3132
H 0.7198 2.6511 0.5660
```

Calculated values
Lowest unoccupied orbital energy (alpha / beta) = 0.038 / 0.039 Ha
Relative energy (zero: lowest compared OMol25 entry of this formula, charge and spin) = 3.916 eV
Gap between HOMO and LUMO (alpha / beta) = 8.22 / 8.34 eV
Electronic energy = -271.608709 a.u.
M = 86.1 g mol⁻¹



No. 5
Density functional theory data (wB97M-V/def2-TZVPD) for a single C5H10O molecule.

```
16
Properties=species:S:1:pos:R:3
C -2.0839 1.5540 0.5232
O -1.2922 0.4940 0.0365
C -0.3156 0.0295 0.9558
C 0.5844 -1.0736 0.4591
C 2.1590 -0.9229 -0.5890
C 1.2765 -0.7657 -1.6568
H -1.4664 2.3993 0.8690
H -2.7114 1.9009 -0.3045
H -2.7408 1.2449 1.3515
H 0.1389 0.8882 1.4769
H -0.7722 -0.5990 1.7660
H -0.1088 -1.8389 0.0911
H 2.7299 -1.8515 -0.5165
H 2.7069 -0.0482 -0.2393
H 0.9745 0.2123 -2.0096
H 1.0139 -1.6160 -2.2849
```

Calculated values
Lowest unoccupied orbital energy = 0.034 Ha
Relative energy (zero: lowest compared OMol25 entry of this formula, charge and spin) = 4.866 eV
Gap between HOMO and LUMO = 8.90 eV
Electronic energy = -271.573777 a.u.
M = 86.1 g mol⁻¹



No. 6
Density functional theory data (wB97M-V/def2-TZVPD) for a single C5H10O molecule.

```
16
Properties=species:S:1:pos:R:3
O -0.5679 0.1794 2.5316
C -0.4999 0.9622 1.3542
C -0.5361 0.0715 0.1305
C -0.1559 0.6103 -1.2660
C 0.5634 -0.7310 -1.5291
C 0.6265 -0.9433 -0.0036
H -0.0195 -0.6013 2.3761
H -1.3551 1.6467 1.3864
H 0.4187 1.5749 1.3367
H -1.4980 -0.4536 0.0908
H 0.5587 1.4383 -1.1873
H -0.9619 0.9039 -1.9444
H -0.1135 -1.4562 -1.9920
H 1.5046 -0.7203 -2.0854
H 1.5498 -0.5236 0.4183
H 0.4860 -1.9581 0.3833
```

Calculated values
Lowest unoccupied orbital energy = 0.040 Ha
Relative energy (zero: lowest compared OMol25 entry of this formula, charge and spin) = 1.059 eV
Gap between HOMO and LUMO = 11.28 eV
Electronic energy = -271.713694 a.u.
M = 86.1 g mol⁻¹
SMILES = OCC1CCC1